(1)
43
Properties=species:S:1:pos:R:3:forces:R:3 method="wB97M-V/def2-TZVPD" lumo_energy_ev="-0.13 / -0.14" charge=0 s_squared=2.01 gap_ev="4.95 / 5.82" multiplicity=3
Pt -0.630 0.034 -0.458 0.6489 0.0227 0.9153
S -1.517 0.036 1.620 -1.2209 -0.0035 2.0282
S 1.637 0.023 0.808 0.6262 0.0340 -1.0171
S -0.767 2.450 -0.717 1.3064 1.1289 -0.1443
S -0.729 -2.344 -0.830 1.3723 -1.1919 0.0286
N 0.227 0.076 -2.375 1.1957 0.0938 -2.3573
C -0.238 -0.065 2.789 1.4612 -0.0599 1.0214
C -3.044 -0.033 -1.779 -1.6419 -0.0108 1.2217
C 1.055 -1.131 -2.709 -0.1854 0.8331 0.2248
C 0.539 -3.225 0.179 -0.4870 -0.2748 -0.2186
C -0.634 -0.142 4.146 0.7403 0.0401 -0.7300
C 0.931 1.354 -2.729 -0.1475 -0.7832 0.1668
C 0.002 2.501 -2.382 -0.7016 0.5516 0.0313
C 1.165 -0.059 2.471 -1.3800 -0.0751 1.5587
C 1.671 -0.197 4.881 -0.4343 0.0368 -0.4874
C 0.299 -0.207 5.176 0.0491 0.0214 -0.4311
C 0.613 3.291 0.172 -0.5361 0.2418 -0.1547
C 2.097 -0.122 3.549 -1.1062 -0.0045 -0.4163
C 0.215 -2.354 -2.406 -0.7845 -0.6382 -0.1564
C -3.417 -0.015 -0.452 -0.7939 -0.0779 -2.2197
H 1.144 1.309 -3.808 -0.0233 0.3880 0.1864
H 0.784 -3.290 -2.405 -0.0226 0.2849 -0.2087
H -1.702 -0.146 4.309 -0.0665 -0.0186 0.3569
H -3.133 0.885 -2.380 0.4982 -0.3295 0.3742
H -0.589 -2.444 -3.149 0.3177 -0.0387 -0.1070
H 1.898 1.410 -2.210 -0.4152 -0.1458 0.1366
H 1.309 -1.056 -3.777 -0.0255 -0.4059 0.1447
H -0.057 -0.265 6.198 0.1351 -0.0039 0.0057
H 0.203 -3.187 1.220 0.1221 0.0473 -0.1931
H 0.511 -4.262 -0.192 0.1271 0.3181 0.3106
H -3.722 0.921 0.032 0.5464 -0.3971 -0.1222
H 2.390 -0.249 5.691 0.0293 0.0156 -0.1359
H -3.068 -0.979 -2.342 0.3959 0.3990 0.3693
H 0.478 3.485 -2.447 0.0076 -0.2831 -0.2582
H -0.597 0.035 -2.998 0.5252 0.0008 0.2414
H 1.547 -2.798 0.090 -0.5177 0.1304 -0.0050
H -0.869 2.493 -3.052 0.2763 0.0608 -0.0816
H 3.145 -0.112 3.300 0.2438 -0.0082 0.0382
H 0.604 4.325 -0.206 0.1053 -0.3071 0.2758
H 2.005 -1.106 -2.153 -0.4760 0.1160 0.1411
H 0.349 3.277 1.234 0.1468 -0.0468 -0.2124
H -3.699 -0.940 0.070 0.6170 0.4399 -0.1497
H 1.595 2.821 0.022 -0.5279 -0.1005 0.0290

***

(2)
11
Properties=species:S:1:pos:R:3:forces:R:3 method="wB97M-V/def2-TZVPD" lumo_energy_ev=0.84 charge=0 smiles=Oc1ccc[nH]1 gap_ev=9.16 relative_energy_kcal_mol=16.2 multiplicity=1
O -0.892 0.442 -2.011 0.0938 -0.0017 -0.0796
N -0.822 -0.735 0.037 0.0363 0.3073 -0.0329
C 0.933 0.203 1.065 0.0048 -0.0324 0.0598
C -0.037 -0.739 1.194 0.0774 0.1477 0.1383
C -0.301 0.244 -0.799 0.1968 0.1077 0.2690
C 0.751 0.858 -0.205 0.0356 0.0108 -0.1334
H 1.310 1.683 -0.618 0.1277 -0.1954 -0.0138
H -0.640 -0.306 -2.571 -0.1952 0.2128 0.0301
H -0.210 -1.471 1.973 -0.0658 0.2646 -0.0885
H 1.722 0.405 1.777 -0.0744 -0.0609 -0.0991
H -1.815 -0.585 0.157 -0.2372 -0.7605 -0.0499

***

(3)
10
Properties=species:S:1:pos:R:3:forces:R:3 method="wB97M-V/def2-TZVPD" lumo_energy_ev=0.71 charge=0 smiles="NN(N)C(=O)Cl" gap_ev=10.40 relative_energy_kcal_mol=0.6 multiplicity=1
Cl -2.428 0.746 -0.108 -0.7599 -0.3262 0.1621
O -1.439 -1.654 0.258 0.2693 0.0982 -0.1757
N 0.021 0.073 -0.107 0.7419 0.8795 -0.9647
N 1.170 -0.736 -0.053 -0.4933 -3.6005 0.6901
N 0.195 1.442 0.197 0.3855 -0.5744 0.9157
C -1.198 -0.497 0.076 -0.2333 0.6056 -0.1084
H 0.527 1.984 -0.569 0.0101 -0.0212 -1.1953
H 1.452 -1.240 -0.939 -0.7144 1.7858 0.1646
H 0.753 -1.633 0.368 1.0113 1.4956 0.2332
H 0.949 1.516 0.876 -0.2172 -0.3425 0.2785

***

(4)
61
Properties=species:S:1:pos:R:3:forces:R:3 method="wB97M-V/def2-TZVPD" lumo_energy_ev=-10.94 charge=+2 gap_ev=2.56 multiplicity=1
Br -3.367 -1.424 -2.461 0.8121 0.9325 -0.2855
P -1.225 -0.586 -2.692 1.1736 -2.0485 -1.7570
F -1.248 3.419 -1.159 0.0678 -2.7863 1.2602
O 0.277 2.049 -4.686 -2.0132 -0.7164 8.4743
O -0.835 -0.973 -4.381 -2.4957 0.0499 2.6893
N 1.054 2.664 -2.442 -3.0192 -1.8965 -0.0261
C 3.974 -1.768 0.807 0.3269 -0.1465 1.1134
C 0.059 1.991 -3.362 3.4340 1.1605 -5.7646
C 3.426 -3.269 0.441 0.7777 -0.1199 -1.0134
C -3.785 2.353 -2.801 2.1299 -0.8814 -0.8791
C -1.203 1.316 -2.519 0.2837 4.9124 -2.8029
C -1.969 1.564 4.353 -1.6468 2.2623 -2.7680
C -1.643 1.000 -0.016 -1.4025 1.1546 0.9136
C 1.373 -4.716 -0.375 -0.5943 -0.0453 0.2603
C -2.985 3.037 1.604 1.5209 0.1764 2.9402
C -0.851 1.996 -1.050 0.3614 -1.8168 -2.0990
C -0.645 -0.422 2.880 -0.8930 0.7963 -0.0736
C -3.399 3.637 3.108 2.1790 -2.8952 0.7931
C 1.668 0.675 -1.132 0.8041 -1.0433 1.0084
C 2.943 0.642 -0.066 -0.3102 -0.5183 0.0075
C -2.495 1.873 -3.368 -2.2370 0.9602 1.1673
C -2.047 1.669 1.425 0.4896 1.2781 3.6519
C 2.810 -0.632 1.008 0.5803 1.1850 0.7849
C 0.787 2.056 -1.057 0.9564 -0.0988 -1.3788
C 0.327 -4.487 0.905 0.0209 0.0994 -0.5033
C -2.913 2.911 4.518 1.5496 -2.1970 -4.4205
C 2.240 -3.321 -0.690 -0.7607 -1.8569 0.2852
C -1.563 0.976 2.868 -0.5958 1.5771 0.9371
Be -0.754 3.684 1.865 -2.3155 -1.6455 -0.3287
H 2.985 1.653 0.532 0.0131 -1.9051 -1.2016
H 2.609 -3.430 -1.795 -0.3307 0.4895 2.1971
H 4.540 -1.868 1.853 -1.1699 0.2220 -2.3313
H 1.715 -1.052 1.016 2.1350 0.5809 -0.2381
H 4.352 -3.859 -0.021 -1.9975 1.1975 1.0623
H -3.216 3.289 5.588 0.5942 -0.6745 -2.4499
H -3.840 3.305 -2.094 0.1424 -2.8217 -0.7777
H 0.696 -5.019 -1.288 1.5492 0.6536 1.6385
H 3.947 0.515 -0.680 -2.1433 0.3864 1.3844
H -4.063 4.595 3.222 1.4259 -1.9973 -0.5801
H 1.180 2.760 -0.203 -0.6717 -1.1173 -1.4255
H -2.670 0.714 -0.551 1.9898 0.7092 1.2364
H 0.480 -0.229 2.621 -2.1648 -0.1365 0.5403
H -4.763 1.768 -3.144 2.0433 2.2164 0.0267
H -0.786 -4.587 0.515 2.3111 0.2473 0.9217
H -1.057 0.000 0.151 -0.8423 2.1235 -0.3403
H -1.594 0.998 5.332 -0.8599 1.3056 -2.4706
H 0.488 -3.395 1.316 -0.3613 -2.0856 -0.6116
H -2.417 1.856 -4.556 -0.1240 -1.2128 2.6567
H -0.729 -0.913 3.964 0.1015 1.0564 -2.6267
H 2.050 2.627 -2.774 -1.4945 0.0119 0.2896
H -1.095 -1.098 2.034 0.8712 1.0179 1.8917
H -1.519 -1.675 -4.656 1.3906 1.4041 0.3932
H 2.976 -0.150 2.087 -0.3675 -1.0752 -2.2080
H 2.088 -5.638 -0.143 -1.4152 2.1532 -0.5754
H 4.797 -1.354 0.058 -1.9259 -1.0672 1.3628
H 0.484 -5.258 1.772 -0.2757 1.5440 -1.6834
H -3.406 3.622 0.672 0.9044 -1.4401 1.9250
H 1.020 -0.271 -0.897 1.0608 1.7355 -0.5471
H 2.157 0.521 -2.208 -1.5639 0.4767 2.2654
H 3.112 -3.897 1.398 0.4767 1.6534 -1.9256
H 1.469 -2.442 -0.646 1.5149 -1.4840 0.0151